# 1
# C41H90BNO11S2

6 unconnected molecules or ions with the total composition C41H90BNO11S2 at a distorted geometry (the ωB97M-V functional and the def2-TZVPD basis, the OMol25 dataset).

HOMO level, eV: -8.49
Total charge: 0
SMILES: C#C[C@]1(CCCCCOC)C[C@](CCCCCCCOC)(CSCC)[C@@](CN)(B(O)CC)S(=O)(=O)O1.CC(C)O.CC(C)O.CC(C)O.CC(C)O.CC(C)O

Each line ends with the Löwdin charge.
Element x y z (Å)
C1 0.58831 3.18415 -4.02164  0.090
C2 -0.02000 2.35378 -3.06155  -0.019
C3 -0.75179 1.19897 -2.09545  -0.397
C4 -2.28592 1.82255 -1.85016  -0.129
C5 -3.37220 1.39631 -2.99059  -0.171
C6 -4.40428 0.32207 -2.30093  -0.199
C7 -4.68695 -1.03484 -3.17412  -0.160
C8 -5.48054 -2.07709 -2.13373  -0.248
O1 -5.76453 -3.39054 -2.72916  -0.247
C9 -6.01334 -4.26717 -1.53679  -0.118
C10 -0.09607 1.09191 -0.61653  -0.081
C11 1.08509 -0.08069 -0.42784  -0.348
C12 0.39525 -1.27556 0.43339  -0.175
C13 -1.04651 -1.85284 -0.03677  -0.177
C14 -0.90944 -3.39196 -0.68303  -0.172
C15 -2.14132 -3.52053 -1.78736  -0.200
C16 -1.85672 -4.62882 -2.97094  -0.203
C17 -2.64665 -4.34979 -4.37937  -0.165
C18 -1.78832 -3.51220 -5.50292  -0.206
O2 -1.90528 -2.04942 -5.40163  -0.287
C19 -2.88614 -1.49597 -6.34765  -0.127
C20 2.06367 0.67652 0.71126  -0.424
S1 3.15543 -0.49426 1.67289  0.815
C21 2.36795 -1.04017 3.29016  -0.517
C22 3.55761 -1.46052 4.38715  -0.163
C23 1.84965 -0.46781 -1.80757  -0.223
C24 2.87317 0.76944 -2.29331  -0.179
N1 4.26923 0.62952 -1.64546  -0.006
B1 2.81515 -1.78088 -1.82246  -0.435
O3 3.17899 -2.71122 -0.75447  0.017
C25 3.57672 -2.10579 -3.28582  -0.177
C26 3.30106 -3.64730 -3.81202  -0.123
S2 0.57765 -0.80423 -3.19779  0.895
O4 1.02738 -0.27445 -4.58743  -0.339
O5 0.37686 -2.35531 -3.42043  -0.328
O6 -0.90178 -0.04222 -2.85294  -0.238
H1 0.99746 3.77870 -4.96073  0.067
H2 -2.16373 3.00601 -1.91816  0.129
H3 -2.70393 1.59840 -0.78076  0.114
H4 -4.02465 2.37276 -3.20953  0.121
H5 -2.93452 1.07532 -4.02534  0.116
H6 -5.45853 0.85527 -2.15032  0.124
H7 -4.08097 -0.03379 -1.21772  0.106
H8 -3.73467 -1.56182 -3.60406  0.081
H9 -5.43708 -0.84436 -4.08173  0.128
H10 -4.76116 -2.14082 -1.18343  0.112
H11 -6.50943 -1.59958 -1.80284  0.124
H12 -7.00224 -4.84970 -1.76349  0.098
H13 -5.12315 -4.99100 -1.30675  0.092
H14 -6.20804 -3.64377 -0.55190  0.096
H15 -0.90610 0.91453 0.24275  0.140
H16 0.35824 2.16770 -0.36581  0.143
H17 1.08088 -2.21865 0.64509  0.122
H18 0.21803 -0.81567 1.52443  0.113
H19 -1.67142 -2.04873 0.96497  0.123
H20 -1.72567 -1.14892 -0.67090  0.090
H21 0.15119 -3.60539 -1.12851  0.102
H22 -1.15898 -4.18943 0.16075  0.116
H23 -3.18080 -3.78652 -1.29879  0.095
H24 -2.20902 -2.46782 -2.33779  0.093
H25 -0.69023 -4.73403 -3.15999  0.107
H26 -2.19912 -5.67976 -2.52794  0.110
H27 -2.97436 -5.40719 -4.82598  0.120
H28 -3.65362 -3.75817 -4.21710  0.101
H29 -2.23085 -3.80763 -6.56739  0.123
H30 -0.64574 -3.82623 -5.43579  0.132
H31 -2.81358 -0.30928 -6.23892  0.106
H32 -3.99697 -1.77038 -6.09953  0.094
H33 -2.56921 -1.73918 -7.44863  0.100
H34 2.58501 1.63813 0.29872  0.084
H35 1.26963 1.08877 1.50576  0.103
H36 1.72616 -2.00620 3.05729  0.076
H37 1.64703 -0.21313 3.69687  0.082
H38 4.57755 -0.97770 4.00110  0.065
H39 3.66322 -2.64171 4.40624  0.086
H40 3.22790 -1.00242 5.41286  0.077
H41 2.44068 1.78222 -1.87836  0.116
H42 3.08762 0.76798 -3.44063  0.127
H43 4.98553 0.55052 -2.40056  0.082
H44 4.42013 1.53215 -1.10454  0.083
H45 4.18465 -2.87655 -0.80699  0.143
H46 3.37605 -1.29031 -4.09718  0.091
H47 4.73558 -2.05240 -3.03390  0.111
H48 2.74920 -3.56295 -4.85414  0.087
H49 4.29512 -4.25228 -3.99325  0.081
H50 2.57056 -4.15953 -3.04639  0.079
C27 6.19948 2.34361 4.20766  -0.061
C28 7.18096 1.86405 3.15009  -0.497
C29 7.46391 2.94951 2.12376  -0.059
O7 6.64387 0.71992 2.49151  -0.079
H51 5.23810 2.61354 3.75647  0.075
H52 5.99577 1.54807 4.93248  0.077
H53 6.59063 3.21402 4.74341  0.076
H54 8.11716 1.55710 3.62893  0.120
H55 6.54729 3.24093 1.59872  0.078
H56 8.16211 2.58621 1.36205  0.070
H57 7.89292 3.83809 2.59706  0.081
H58 5.81222 0.98303 2.06343  0.051
C30 10.75342 0.49660 2.71985  -0.067
C31 11.55479 1.53327 1.94857  -0.504
C32 12.00890 0.99307 0.60188  -0.067
O8 12.69543 1.91349 2.71382  -0.061
H59 11.35757 -0.39497 2.92179  0.082
H60 10.44379 0.89499 3.69205  0.076
H61 9.86017 0.19485 2.16424  0.080
H62 10.94645 2.43183 1.79863  0.133
H63 12.65756 0.11904 0.72876  0.081
H64 12.59488 1.74553 0.06326  0.080
H65 11.15329 0.70616 -0.01720  0.080
H66 13.24151 1.12176 2.85196  0.092
C33 -9.55529 -1.11436 0.22945  -0.065
C34 -9.50211 0.17208 -0.57925  -0.499
C35 -10.88866 0.59774 -1.03521  -0.066
O9 -8.66866 -0.02080 -1.71915  -0.076
H67 -9.96001 -1.93757 -0.36989  0.082
H68 -8.54904 -1.41523 0.54037  0.079
H69 -10.17657 -0.99391 1.12227  0.058
H70 -9.05259 0.96801 0.02441  0.140
H71 -11.34066 -0.16484 -1.67938  0.081
H72 -10.83358 1.51812 -1.62643  0.079
H73 -11.54992 0.76948 -0.18029  0.080
H74 -9.06006 -0.72595 -2.26109  0.092
C36 4.52834 6.97683 5.20729  -0.066
C37 5.50983 6.49727 4.14972  -0.504
C38 5.79278 7.58273 3.12339  -0.065
O10 4.97273 5.35314 3.49115  -0.074
H75 3.56696 7.24676 4.75610  0.081
H76 4.32463 6.18129 5.93211  0.081
H77 4.91949 7.84724 5.74304  0.081
H78 6.44602 6.19033 4.62856  0.138
H79 4.87616 7.87416 2.59835  0.081
H80 6.49098 7.21943 2.36168  0.080
H81 6.22179 8.47131 3.59669  0.081
H82 4.14109 5.61626 3.06306  0.095
C39 -8.50686 -0.71386 5.27036  -0.067
C40 -9.77156 -0.21178 4.59198  -0.499
C41 -10.94098 -0.16781 5.56262  -0.067
O11 -10.09511 -1.07030 3.50135  -0.073
H83 -8.64384 -1.73253 5.65015  0.081
H84 -7.67669 -0.75194 4.55684  0.081
H85 -8.22237 -0.06527 6.10465  0.080
H86 -9.59650 0.78840 4.18091  0.141
H87 -11.16422 -1.16717 5.95279  0.081
H88 -11.84716 0.18359 5.05760  0.081
H89 -10.72943 0.49712 6.40568  0.081
H90 -10.25218 -1.96082 3.85692  0.098

# 2
# C41H91BIN2O14Si

5 unconnected molecules or ions with the total composition C41H91BIN2O14Si at a distorted geometry (the ωB97M-V functional and the def2-TZVPD basis, the OMol25 dataset).

HOMO level, eV: -4.83
Total charge: -1

Each line ends with the Löwdin charge.
Element x y z (Å)
C1 -1.35679 -4.46700 -1.55899  -0.068
C2 -1.91535 -4.49292 -2.96824  -0.297
O1 -0.97706 -4.19265 -3.96910  -0.145
C3 -0.46062 -2.86988 -3.87193  -0.238
C4 0.12093 -2.45625 -5.19834  -0.185
C5 0.59507 -0.99593 -5.17640  -0.200
C6 2.06391 -0.82294 -4.73720  -0.213
C7 2.36903 0.46072 -3.93695  -0.119
B1 3.41602 0.24341 -2.72471  -0.690
O2 3.35322 1.38019 -1.78104  -0.020
C8 3.75847 0.93645 -0.51754  -0.382
C9 3.15032 1.84797 0.53560  -0.104
C10 3.59425 1.54139 1.96784  -0.191
C11 2.62608 2.08425 3.00963  -0.169
C12 2.94249 1.61830 4.44004  -0.165
N1 1.99200 0.66663 5.03094  -0.101
C13 1.90632 -0.60286 4.30594  -0.051
C14 0.78979 1.25116 5.41061  -0.500
C15 -0.21110 0.36304 6.11073  0.009
O3 0.58758 2.45419 5.30678  0.050
C16 5.30585 0.98714 -0.44123  -0.157
N2 5.80629 2.35548 -0.23304  -0.096
C17 5.79876 3.14148 -1.46468  -0.120
C18 3.21472 -0.56329 -0.46997  -0.348
C19 1.89445 -0.78285 0.30463  -0.063
C20 0.59774 -0.50205 -0.42617  -0.208
O4 0.37923 0.87572 -0.73676  -0.194
Si1 -1.05038 1.51987 -0.25827  0.386
C21 -2.50719 0.64654 -1.05275  -0.152
C22 -1.22311 1.46104 1.60699  -0.131
C23 -1.08275 3.30591 -0.81057  -0.143
C24 4.32435 -1.54583 0.05357  -0.131
C25 3.82445 -2.94238 0.16682  -0.811
O5 3.36767 -3.40914 1.17901  -0.038
I1 3.92334 -4.19554 -1.58022  0.811
O6 2.99253 -0.91987 -1.81184  -0.066
H1 -0.43647 -5.04434 -1.48660  0.082
H2 -2.08123 -4.89371 -0.86700  0.072
H3 -1.14753 -3.45147 -1.21990  0.061
H4 -2.77948 -3.81589 -3.02664  0.111
H5 -2.30105 -5.49334 -3.16809  0.100
H6 -1.26822 -2.18864 -3.57401  0.125
H7 0.32616 -2.83536 -3.11185  0.119
H8 -0.62044 -2.62073 -5.98272  0.108
H9 0.97383 -3.10318 -5.41248  0.116
H10 -0.03536 -0.38963 -4.52345  0.096
H11 0.48203 -0.61306 -6.19338  0.101
H12 2.68526 -0.81560 -5.63579  0.103
H13 2.36078 -1.70686 -4.16646  0.092
H14 2.78248 1.19400 -4.63917  0.084
H15 1.44626 0.89067 -3.53422  0.085
H16 4.57083 -0.01301 -3.12426  0.112
H17 2.06975 1.74021 0.49659  0.096
H18 3.36492 2.88392 0.27503  0.128
H19 4.60666 1.90908 2.14717  0.113
H20 3.63298 0.45308 2.09121  0.094
H21 1.61969 1.75127 2.75252  0.083
H22 2.60904 3.17452 2.99161  0.122
H23 3.91227 1.11425 4.44249  0.117
H24 3.01848 2.45891 5.12325  0.113
H25 2.91396 -0.95949 4.09826  0.098
H26 1.42757 -1.36175 4.91907  0.065
H27 1.37438 -0.51580 3.35755  0.081
H28 -0.35108 -0.60507 5.64426  0.053
H29 0.14115 0.22179 7.13287  0.091
H30 -1.15196 0.90483 6.15500  0.078
H31 5.70935 0.36555 0.35768  0.106
H32 5.68737 0.57817 -1.38187  0.110
H33 6.74167 2.30204 0.14073  0.092
H34 6.74562 3.12294 -2.01698  0.073
H35 5.57069 4.18264 -1.22284  0.070
H36 5.01136 2.79912 -2.12758  0.070
H37 1.87022 -0.22976 1.24619  0.094
H38 1.82711 -1.83181 0.58679  0.106
H39 0.53166 -1.08056 -1.34343  0.116
H40 -0.20109 -0.85808 0.24082  0.099
H41 -2.65322 -0.37049 -0.68913  0.024
H42 -2.38283 0.64709 -2.13534  0.032
H43 -3.40363 1.21881 -0.80475  0.027
H44 -1.25708 0.41874 1.94333  0.021
H45 -0.36695 1.91962 2.09930  0.019
H46 -2.15314 1.92004 1.94292  0.022
H47 -2.11331 3.63702 -0.94367  0.027
H48 -0.56890 3.39257 -1.76880  0.022
H49 -0.59077 3.95085 -0.08348  0.032
H50 4.72254 -1.27216 1.03082  0.119
H51 5.11969 -1.48956 -0.68492  0.110
C26 2.15438 4.37217 -3.06074  -0.084
O7 3.34576 5.15183 -3.03575  -0.199
C27 4.06466 5.14984 -4.25047  -0.213
C28 3.84740 6.42244 -5.03974  -0.209
O8 2.50515 6.57553 -5.47167  -0.189
C29 1.72942 7.40165 -4.62818  -0.119
H52 1.55922 4.67594 -2.20059  0.082
H53 1.58002 4.54973 -3.97400  0.088
H54 2.38498 3.30652 -2.96541  0.078
H55 3.80133 4.27595 -4.85462  0.131
H56 5.12881 5.07356 -3.99997  0.122
H57 4.47352 6.39657 -5.93750  0.122
H58 4.15245 7.28576 -4.43818  0.123
H59 1.97117 8.46001 -4.78831  0.084
H60 1.87932 7.15511 -3.57507  0.082
H61 0.68326 7.23800 -4.88318  0.087
C30 -5.01673 -5.97480 -3.98124  -0.114
O9 -5.22051 -5.25191 -2.78043  -0.202
C31 -6.37813 -4.43941 -2.78535  -0.206
C32 -7.53380 -5.08661 -2.05493  -0.207
O10 -7.97670 -6.27572 -2.68771  -0.191
C33 -7.45904 -7.45584 -2.10428  -0.114
H62 -4.27970 -6.74854 -3.77561  0.086
H63 -5.93966 -6.44574 -4.32807  0.083
H64 -4.62597 -5.31795 -4.76564  0.094
H65 -6.67216 -4.19548 -3.81138  0.128
H66 -6.12386 -3.50387 -2.27732  0.128
H67 -8.37776 -4.39023 -2.04284  0.124
H68 -7.24911 -5.29118 -1.01774  0.126
H69 -7.97604 -7.68538 -1.16533  0.087
H70 -6.38741 -7.37386 -1.91086  0.083
H71 -7.63080 -8.26972 -2.80712  0.088
C34 -1.32492 -6.12858 5.00319  -0.119
O11 -0.08944 -5.49536 5.26682  -0.192
C35 0.80833 -5.52153 4.16469  -0.195
C36 0.79817 -4.23283 3.37755  -0.192
O12 -0.45932 -3.98724 2.76951  -0.183
C37 -1.26565 -3.06766 3.47518  -0.110
H72 -2.02102 -5.82629 5.78469  0.086
H73 -1.73113 -5.83263 4.03332  0.083
H74 -1.21843 -7.21965 5.02855  0.086
H75 0.57306 -6.36156 3.50357  0.127
H76 1.81313 -5.67989 4.56660  0.127
H77 1.54247 -4.29679 2.57990  0.112
H78 1.07306 -3.39295 4.02478  0.108
H79 -0.91534 -2.03980 3.31569  0.072
H80 -1.27824 -3.27791 4.54819  0.083
H81 -2.27968 -3.15271 3.08498  0.090
C38 -2.84163 6.13377 5.13153  -0.104
O13 -4.25846 6.19499 5.09961  -0.194
C39 -4.79560 6.26991 3.79170  -0.212
C40 -5.26460 4.92307 3.28625  -0.212
O14 -4.19457 4.00988 3.14615  -0.192
C41 -4.06551 3.10058 4.22329  -0.109
H82 -2.55161 5.81130 6.12963  0.089
H83 -2.45076 5.42092 4.40359  0.086
H84 -2.40669 7.12053 4.93773  0.088
H85 -4.05851 6.68813 3.09878  0.126
H86 -5.65148 6.95183 3.82618  0.123
H87 -5.71418 5.05660 2.29714  0.124
H88 -6.03131 4.51780 3.95520  0.125
H89 -4.81329 2.30257 4.14505  0.089
H90 -4.17104 3.59547 5.19116  0.085
H91 -3.07182 2.65974 4.15918  0.079

| no. | frontier orbital gap (eV) | LUMO (eV) |
| --- | --- | --- |
| 1 | 8.643 | 0.150 |
| 2 | 6.940 | 2.106 |